No. 1
A cluster of 2 separate species, C5H4O5P in total. Source: OMol25; level of theory: the ωB97M-V functional and the def2-TZVPD basis.

Atoms and positions in Å:
C 1.086 1.472 1.341
C -0.393 5.312 0.827
C -1.030 1.166 0.361
C 0.190 0.551 0.589
C 0.513 -0.813 0.384
O -0.969 5.548 -0.144
O 2.253 1.358 1.503
O 0.307 5.474 1.753
O -2.059 2.980 2.126
O 0.430 2.513 1.807
P -1.067 2.929 0.987
H -1.904 0.567 0.137
H 0.896 -0.761 -0.609
H -0.402 -1.428 0.391
H 1.296 -1.437 1.023

Results
LUMO energy = 3.6 eV
molar mass = 175.1 g mol⁻¹
total charge = -1
relative energy (zero: lowest compared OMol25 entry of this formula, charge and spin) = 0.0 kcal per mole
HOMO level = -4.03 eV
gap between HOMO and LUMO = 7.619 eV



No. 2
The molecule C31H48O6. Source: OMol25; level of theory: the ωB97M-V functional and the def2-TZVPD basis.

Atoms and positions in Å:
C -0.307 -1.219 5.289
C 0.800 -1.084 4.282
O 1.962 -1.313 4.499
O 0.320 -0.691 3.100
C 1.217 -0.642 1.980
C 1.106 0.707 1.258
C 1.075 0.364 -0.245
C 2.525 0.050 -0.652
C 0.306 -0.974 -0.262
C -1.204 -0.797 -0.069
C -1.798 0.209 -1.057
O -1.737 -0.281 -2.382
C -1.084 1.563 -0.878
C -1.842 2.779 -1.506
C -2.056 2.652 -3.021
C -3.227 2.881 -0.826
C -3.977 4.171 -1.148
C -3.146 5.423 -0.873
O -3.863 6.586 -1.231
C -1.786 5.334 -1.587
C -0.989 6.607 -1.295
C -1.068 4.061 -1.113
C 0.390 3.980 -1.556
C 1.077 2.820 -0.847
C 0.440 1.458 -1.169
C 0.751 1.111 -2.630
C 0.830 -1.686 0.953
C 0.899 -2.998 1.161
C 0.552 -4.043 0.135
C 0.197 -5.412 0.731
C 1.356 -6.082 1.413
C 2.440 -6.573 0.824
C 2.683 -6.553 -0.657
C 3.547 -7.195 1.622
C 1.354 -3.456 2.511
O 0.612 -3.792 3.399
O 2.676 -3.382 2.647
H -1.125 -0.548 5.049
H 0.075 -1.030 6.288
H -0.661 -2.247 5.235
H 2.228 -0.820 2.366
H 1.946 1.352 1.509
H 0.189 1.193 1.588
H 2.959 -0.649 0.059
H 2.573 -0.411 -1.633
H 3.135 0.948 -0.656
H 0.498 -1.524 -1.183
H -1.405 -0.460 0.948
H -1.697 -1.766 -0.190
H -2.857 0.338 -0.784
H -2.143 -1.155 -2.397
H -1.156 1.751 0.200
H -1.282 3.162 -3.588
H -3.006 3.085 -3.317
H -2.068 1.606 -3.308
H -3.858 2.048 -1.139
H -3.099 2.818 0.257
H -4.279 4.185 -2.199
H -4.892 4.213 -0.553
H -2.976 5.529 0.204
H -4.043 6.550 -2.178
H -1.965 5.280 -2.666
H -0.602 6.589 -0.278
H -0.162 6.729 -1.988
H -1.645 7.470 -1.390
H -1.060 4.102 -0.016
H 0.467 3.874 -2.637
H 0.909 4.898 -1.280
H 2.131 2.806 -1.128
H 1.021 3.009 0.225
H 0.191 1.742 -3.304
H 0.489 0.085 -2.856
H 1.807 1.264 -2.835
H 1.416 -4.154 -0.526
H -0.285 -3.691 -0.470
H -0.171 -6.046 -0.083
H -0.613 -5.285 1.449
H 1.274 -6.166 2.487
H 3.346 -5.728 -0.919
H 1.758 -6.445 -1.217
H 3.170 -7.476 -0.966
H 3.339 -7.152 2.688
H 3.681 -8.239 1.336
H 4.485 -6.675 1.427
H 2.936 -3.541 3.570

Results
LUMO energy = 0.5 eV
molar mass = 516.7 g mol⁻¹
total charge = 0
SMILES string = CC(=O)O[C@@H]1C[C@@]2(C)[C@H](C[C@H](O)[C@@H]3[C@@]4(C)CC[C@H](O)[C@@H](C)[C@@H]4CC[C@]32C)/C1=C(\CCC=C(C)C)C(=O)O
relative energy (zero: lowest compared OMol25 entry of this formula, charge and spin) = 0.0 kcal per mole
HOMO level = -8.92 eV
gap between HOMO and LUMO = 9.371 eV



No. 3
A cluster of 3 separate species, C3H11O3 in total. Source: OMol25; level of theory: the ωB97M-V functional and the def2-TZVPD basis.

Atoms and positions in Å:
C -0.275 0.065 -0.437
O 0.691 0.998 -0.129
C -0.204 -1.207 0.391
C -1.425 -2.154 0.290
H -0.130 -0.270 -1.484
H -1.313 0.460 -0.524
H -0.031 -0.977 1.445
H 0.655 -1.762 -0.010
H -1.211 -2.981 0.975
H -1.605 -2.605 -0.687
H -2.336 -1.667 0.653
H 3.538 1.732 0.386
H 2.298 1.042 -0.194
O 3.276 1.208 -0.360
H -0.040 2.207 0.056
H -1.308 2.755 -0.431
O -0.579 3.157 0.058

Results
LUMO energy = 3.9 eV
molar mass = 95.1 g mol⁻¹
total charge = -1
relative energy (zero: lowest compared OMol25 entry of this formula, charge and spin) = 8.5 kcal per mole
HOMO level = -4.10 eV
gap between HOMO and LUMO = 8.022 eV



No. 4
The molecule C5H8O2S. Source: OMol25; level of theory: the ωB97M-V functional and the def2-TZVPD basis.

Atoms and positions in Å:
C 1.433 -1.431 -0.892
C 0.645 -0.447 -0.337
O 1.469 0.564 0.107
C 1.037 1.226 1.330
C -0.857 -0.607 -0.306
S -1.809 -1.059 1.152
C -1.578 0.504 -1.176
O -2.328 1.358 -0.791
H 1.029 -2.298 -1.442
H 2.586 -1.457 -0.607
H 1.958 1.994 1.468
H 0.839 0.481 2.185
H 0.137 2.016 1.195
H -0.989 -1.654 -0.817
H -2.222 0.333 1.282
H -1.351 0.478 -2.351

Results
LUMO energy = 0.5 eV
molar mass = 132.2 g mol⁻¹
total charge = 0
SMILES string = C=C(OC)[C@@H](S)C=O
relative energy (zero: lowest compared OMol25 entry of this formula, charge and spin) = 81.3 kcal per mole
HOMO level = -9.03 eV
gap between HOMO and LUMO = 9.530 eV



- The highest LUMO energy belongs to which entry?
  C3H11O3



- Which formula does entry 1 have?
  C5H4O5P



- Which value of HOMO level does entry 2 give?
  -8.92 eV